Computed, not measured: a structure of composition C23H24ClMnN3O3S3, with ωB97M-V with the def2-TZVPD basis set.

Calculated values
- HOMO-LUMO gap (spin up / spin down) (eV) = 7.1 / 7.9
- E_tot (a.u.) = -4086.50667
- LUMO level (spin up / spin down) (eV) = -4.42 / -3.59
- F_max (hartree/bohr) = 0.022
- molecular weight (g mol⁻¹) = 577.06
- HOMO (spin up / spin down) (eV) = -11.5 / -11.5
- <S²> = 6.0443

ORCA input file:
```
! wB97M-V def2-TZVPD RIJCOSX def2/J DEFGRID3
* xyz 1 5
Mn -0.04955 0.13514 0.83942
Cl 0.50881 -0.28397 -7.47951
S -1.69461 1.79379 -0.31513
S 1.37738 2.41284 0.92357
S -1.56868 4.45158 2.32918
O -1.04499 -0.06962 4.93367
O 0.65743 0.06537 -0.83960
O 2.39011 -1.30922 -1.13801
N -0.59807 0.30783 2.63910
N 0.82635 -1.64188 1.29012
N -1.78762 -1.35495 0.53878
C 1.23821 -0.50407 -3.05416
C 2.14321 -1.07975 -3.94126
C -0.12669 0.20330 -4.90748
C -1.95037 -3.81961 0.39076
C 0.01766 3.89666 3.01315
C 0.81126 3.03863 -0.67617
C -0.06526 -5.20625 0.96027
C 2.05093 -4.09954 1.66221
C 1.92602 -1.01233 -5.30505
C 0.78955 -0.36990 -5.77769
C 0.11288 -2.78437 1.07354
C 2.73427 -2.93932 1.88094
C 0.10291 0.13530 -3.54427
C -1.23847 -2.68489 0.65980
C -0.69074 3.23440 -0.81934
C 1.52124 -0.59736 -1.59052
C -1.35782 -5.08894 0.53717
C 1.20182 3.83163 2.05632
C 0.70357 -4.05355 1.23681
C -2.53249 2.91781 2.17533
C -2.94921 2.56408 0.75683
C 2.08265 -1.71713 1.66380
C -0.80745 0.10420 3.79946
H 0.27214 4.64636 3.76442
H 1.31372 3.98539 -0.87703
H -2.98194 -3.74504 0.06923
H -3.31379 3.43191 0.20533
H -0.12691 2.95931 3.54797
H -1.94255 2.11304 2.60086
H 3.01856 -1.57661 -3.54594
H 2.52809 -5.06138 1.80142
H 2.62506 -1.45112 -6.00288
H -1.94368 -5.97075 0.31822
H -3.43291 3.02442 2.78085
H -2.36893 -1.13577 1.34303
H -0.92944 3.45386 -1.86034
H 1.24788 4.72577 1.43440
H 1.17990 2.31252 -1.39670
H -1.00769 0.69104 -5.30125
H -2.35716 -1.26616 -0.29599
H 2.11854 3.80584 2.64753
H 2.61320 -0.78081 1.78956
H -1.02493 4.06281 -0.20092
H -3.77003 1.84519 0.78537
H -0.60939 0.57170 -2.85639
H 3.76777 -2.93717 2.19352
H 0.39028 -6.18024 1.08366
*
```